Record 1
ORCA calculation (ωB97M-V/def2-TZVPD) on a molecular structure, C38H33N2O6RuSTe.

Calculated values
LUMO level (alpha / beta)   -3.393 / -6.063 eV
<S²>   6.02
Total charge   +1
E_HOMO (alpha / beta)   -10.39 / -10.90 eV
Energy relative to the best compared isomer or geometry (same formula, charge and spin)   0.000 eV
2S+1   5
DFT total energy   -75907.8691 eV

```
82
Properties=species:S:1:pos:R:3:mulliken_spin:R:1
Te 3.730 0.188 2.391 1.06
Ru -0.243 0.280 0.465 2.27
S -2.141 0.949 2.550 0.03
O 1.736 -1.719 2.660 0.02
O -2.555 1.640 3.733 0.01
O -5.024 0.086 -1.528 0.00
O -1.345 0.297 -1.057 0.18
O -1.923 1.775 1.346 0.10
O 0.224 -1.645 1.044 0.13
N 0.657 1.958 -0.205 0.04
N -0.716 0.224 2.624 0.15
C 1.505 1.854 5.695 0.00
C -3.398 -0.236 2.166 -0.05
C -4.177 -2.343 -2.618 0.00
C -4.671 -0.040 2.678 0.00
C 1.439 4.230 -2.614 0.00
C -2.305 -1.145 -3.554 0.00
C 1.959 6.117 -0.642 0.00
C 2.271 0.638 0.905 0.26
C 0.150 2.838 -0.994 0.01
C -5.696 -0.889 2.303 0.00
C 2.911 1.478 3.804 0.02
C 0.950 4.050 -1.323 0.00
C -0.523 -1.084 3.222 0.00
C 2.208 5.346 -2.905 0.00
C -3.131 1.317 -2.126 0.03
C 2.043 2.015 0.287 -0.06
C -1.847 1.412 -1.566 0.02
C -4.182 -2.153 0.953 0.01
C -3.440 -1.168 -2.748 0.00
C -3.152 -1.298 1.304 0.07
C -6.582 -2.879 1.048 0.00
C -3.765 -3.491 -3.268 0.00
C -1.897 -2.297 -4.208 0.00
C -3.940 0.052 -2.068 0.01
C 1.205 4.995 -0.337 0.00
C 1.708 3.217 5.562 0.00
C -1.807 3.765 -2.142 -0.02
C -5.472 -1.953 1.436 0.00
C 2.466 6.287 -1.921 0.00
C -3.760 4.891 -3.247 0.00
C -2.623 -3.469 -4.059 0.00
C -3.737 2.452 -2.634 0.00
C -3.088 3.689 -2.671 0.02
C -1.172 2.657 -1.569 -0.04
C 0.577 -1.595 2.285 -0.01
C 2.112 0.969 4.817 0.00
C 2.528 3.715 4.559 0.01
C 3.139 2.846 3.668 -0.04
H 1.226 3.899 6.247 0.00
H 3.787 3.236 2.893 -0.02
H -4.750 2.364 -3.005 0.00
H 0.867 1.476 6.480 0.00
H -6.690 -0.718 2.689 0.00
H -3.221 5.262 -4.118 0.00
H 2.141 6.863 0.115 0.00
H -2.157 -1.495 0.908 -0.01
H -1.416 -1.712 3.179 0.00
H 1.213 3.503 -3.382 0.00
H 2.595 5.486 -3.904 0.00
H -0.174 -1.022 4.254 0.01
H -7.533 -2.353 0.988 0.00
H -6.384 -3.342 0.082 0.00
H -1.021 -2.278 -4.840 0.00
H -4.853 0.780 3.355 0.00
H 2.694 4.779 4.470 0.00
H -6.691 -3.681 1.780 0.00
H -4.336 -4.403 -3.170 0.00
H -1.286 4.713 -2.141 0.00
H 2.731 2.223 -0.538 -0.01
H -1.750 -0.227 -3.684 0.00
H 2.136 2.805 1.039 0.00
H 1.954 -0.096 4.911 -0.02
H -3.979 -2.976 0.282 0.00
H 3.054 7.162 -2.154 0.00
H -2.307 -4.367 -4.570 0.00
H 0.790 4.865 0.654 0.00
H -3.814 5.698 -2.518 0.00
H -4.774 4.656 -3.559 0.00
H -5.068 -2.328 -2.008 0.00
H 1.423 0.494 1.605 -0.15
H 2.361 -0.165 0.167 -0.04
```

***

Record 2
ORCA calculation (ωB97M-V/def2-TZVPD) on a molecular structure, C38H34BrN4O5STl.

Calculated values
LUMO level   4.110 eV
Total charge   -2
E_HOMO   -1.93 eV
DFT total energy   -141727.8630 eV

```
84
Properties=species:S:1:pos:R:3:lowdin_charge:R:1
Tl 1.238 -0.777 -0.734 0.97
Br -3.502 4.433 -2.014 0.73
S 1.062 -1.883 3.073 0.99
O -1.152 0.804 -0.534 -0.16
O 3.248 -0.388 -2.645 -0.18
O 0.928 -3.267 0.386 -0.23
O -1.254 3.058 -0.561 -0.08
O 2.511 -2.181 3.259 -0.50
N 2.900 1.913 0.042 0.17
N 2.608 3.849 -1.486 -0.19
N 0.531 -0.863 -3.526 0.00
N -1.025 -2.344 -1.493 0.00
C -1.629 -1.589 -2.571 -0.25
C 1.313 -1.859 5.819 -0.07
C -3.840 0.585 -0.423 -0.03
C 2.761 2.807 -0.677 -0.29
C 2.233 1.753 -5.403 -0.11
C -0.268 0.493 2.522 -0.09
C -0.355 1.873 2.456 -0.07
C 2.120 0.792 -4.394 -0.16
C 0.256 -5.025 1.802 -0.05
C -2.259 -5.011 0.654 -0.11
C 3.381 2.488 -5.626 -0.16
C 4.423 1.308 -3.781 -0.05
C 3.248 0.503 -3.525 -0.43
C -2.003 -5.897 1.682 -0.16
C -1.711 -3.256 -0.940 -0.13
C 1.396 3.935 -2.298 -0.02
C 0.866 0.049 -4.345 -0.13
C -5.467 2.506 -1.527 -0.17
C -1.421 -1.815 6.322 -0.09
C -0.712 -5.889 2.243 -0.14
C -0.958 -1.848 5.015 -0.08
C 2.046 0.672 3.200 -0.08
C -1.303 -4.115 0.163 -0.15
C 0.407 -1.848 4.774 -0.34
C -0.520 -1.802 7.381 -0.11
C -6.021 1.312 -1.094 -0.11
C -4.103 2.738 -1.381 -0.60
C -0.716 -1.561 -3.789 -0.23
C 0.845 -1.830 7.126 -0.09
C -3.254 1.785 -0.834 -0.14
C 1.946 2.055 3.138 -0.10
C -5.199 0.345 -0.530 -0.09
C 0.751 2.653 2.772 -0.08
C 3.791 4.535 -1.970 -0.06
C 4.482 2.240 -4.784 -0.16
C -1.723 1.912 -0.637 -0.67
C 0.027 -4.068 0.743 -0.44
C 0.931 -0.087 2.908 -0.39
H 3.432 3.222 -6.420 0.07
H -5.614 -0.595 -0.187 0.09
H 2.819 2.664 3.337 0.10
H 5.401 2.802 -4.932 0.08
H -2.741 -3.442 -1.300 0.11
H 2.974 0.173 3.450 0.11
H -1.657 -1.873 4.186 0.11
H -6.087 3.267 -1.981 0.08
H -3.167 -0.165 -0.026 0.11
H -3.247 -4.994 0.198 0.09
H 0.686 3.731 2.684 0.10
H 4.644 4.275 -1.348 0.09
H 3.631 5.616 -1.919 0.08
H 1.250 -5.027 2.236 0.10
H -1.766 -0.561 -2.223 0.09
H 2.370 -1.890 5.583 0.10
H 0.168 0.308 -5.163 0.11
H 1.549 -1.830 7.950 0.09
H -2.612 -1.993 -2.866 0.10
H -0.468 -2.592 -4.063 0.11
H 1.138 4.989 -2.422 0.08
H 5.273 1.128 -3.132 0.10
H 0.574 3.438 -1.782 0.07
H 1.560 3.481 -3.280 0.08
H 1.366 1.915 -6.041 0.09
H -1.110 -0.123 2.227 0.11
H -2.487 -1.802 6.515 0.10
H -2.769 -6.571 2.045 0.07
H -0.884 -1.777 8.401 0.09
H -1.269 2.342 2.119 0.10
H 4.010 4.252 -3.003 0.07
H -7.085 1.140 -1.205 0.09
H -1.266 -1.110 -4.632 0.10
H -0.475 -6.590 3.039 0.08
```

***

Record 3
ORCA calculation (ωB97M-V/def2-TZVPD) on a molecular structure, C38H34Cl2N2O8S4W.

Calculated values
LUMO level (alpha / beta)   -0.181 / -0.195 eV
E_HOMO (alpha / beta)   -7.10 / -6.85 eV
Energy relative to the best compared isomer or geometry (same formula, charge and spin)   1.363 eV
DFT total energy   -129532.2680 eV

```
89
Properties=species:S:1:pos:R:3:lowdin_charge:R:1
W 0.457 0.184 0.337 1.26
Cl 8.651 1.221 -2.037 0.65
Cl 0.214 -5.657 1.850 0.84
S 0.293 2.428 -0.135 0.66
S 2.001 0.941 2.062 0.69
S -3.222 -0.059 -0.578 1.06
S -0.479 0.282 3.586 1.01
O -0.570 -6.297 -1.051 0.08
O -1.838 0.130 -0.046 -0.63
O 3.094 -1.833 0.119 0.04
O -0.733 0.051 2.087 -0.73
O -0.369 -4.832 -2.701 0.12
O -0.312 -2.323 -2.931 0.09
O 0.112 -0.579 -1.610 -0.13
O 2.263 0.122 -0.594 -0.28
N 0.325 -3.030 1.468 -0.03
N 0.256 -2.077 0.521 0.04
C 0.665 -2.730 2.826 -0.23
C 3.226 -0.734 -0.399 -0.58
C -1.183 2.902 3.003 -0.09
C -3.376 -4.111 -1.005 -0.06
C -3.535 -1.821 -2.571 -0.08
C 0.121 -2.796 5.152 -0.09
C 3.307 3.332 2.536 -0.11
C -0.552 2.033 3.877 -0.40
C -3.286 -2.868 -0.406 -0.06
C -2.138 -0.168 4.186 -0.27
C -3.619 -3.072 -3.165 -0.05
C 0.038 -2.695 -0.625 -0.12
C -0.336 -5.175 -1.427 -0.52
C 1.540 3.285 0.775 -0.72
C -3.279 0.241 3.255 -0.21
C 5.658 -1.100 -0.790 -0.01
C 4.569 -0.239 -0.839 -0.12
C 0.145 -4.250 0.909 -0.56
C 7.071 0.656 -1.576 -0.67
C -0.227 -3.059 3.836 -0.07
C 1.342 -2.196 5.439 -0.08
C -0.596 4.720 4.467 -0.07
C 2.263 2.643 1.700 -0.70
C -3.535 -0.772 2.131 -0.24
C -0.059 -1.822 -1.837 -0.52
C -1.198 4.256 3.306 -0.05
C 5.998 1.529 -1.630 -0.10
C 4.742 1.075 -1.260 0.00
C 1.890 -2.143 3.094 -0.04
C -0.047 -4.086 -0.451 -0.04
C 1.695 4.754 0.483 -0.13
C 6.918 -0.658 -1.160 -0.10
C -3.373 -1.723 -1.195 -0.38
C 0.036 3.835 5.333 -0.07
C 0.068 2.483 5.035 -0.08
C -3.540 -4.213 -2.383 -0.05
C -4.253 -0.156 0.922 -0.29
C 2.216 -1.866 4.414 -0.07
H -3.291 -5.008 -0.405 0.12
H 5.503 -2.117 -0.456 0.12
H -1.606 2.534 2.079 0.09
H 2.849 3.818 3.403 0.08
H -0.232 -3.846 -2.834 0.05
H 3.163 -1.391 4.634 0.11
H 3.885 1.735 -1.289 0.12
H 3.834 4.099 1.967 0.07
H -3.131 -2.797 0.662 0.10
H -0.557 -3.062 5.952 0.11
H 0.592 1.786 5.680 0.12
H -3.062 1.220 2.825 0.09
H 1.611 -1.990 6.467 0.11
H 0.933 5.090 -0.220 0.06
H -4.118 -1.613 2.515 0.12
H 4.040 2.615 2.905 0.06
H -3.578 -5.190 -2.845 0.12
H -1.171 -3.531 3.590 0.12
H 6.149 2.548 -1.958 0.10
H -3.572 -0.922 -3.173 0.11
H 7.774 -1.317 -1.130 0.10
H -0.607 5.779 4.693 0.11
H -4.519 0.885 1.113 0.09
H -4.183 0.368 3.857 0.12
H 2.670 4.973 0.040 0.08
H -3.723 -3.152 -4.238 0.12
H 2.558 -1.912 2.274 0.09
H -5.165 -0.680 0.631 0.10
H -2.104 -1.249 4.332 0.07
H -2.208 0.302 5.169 0.10
H -2.570 -1.156 1.808 0.07
H 1.607 5.354 1.393 0.07
H -1.669 4.949 2.621 0.11
H 0.519 4.202 6.229 0.11
```

***

Record 4
ORCA calculation (ωB97M-V/def2-TZVPD) on a molecular structure, C38H34N7OSbSe4Ti.

Calculated values
LUMO level (alpha / beta)   -1.911 / -1.911 eV
E_HOMO (alpha / beta)   -6.05 / -6.05 eV
Energy relative to the best compared isomer or geometry (same formula, charge and spin)   1.805 eV
DFT total energy   -343476.2827 eV

```
86
Properties=species:S:1:pos:R:3:lowdin_charge:R:1
Sb 0.402 -7.198 1.401 -0.34
Se 2.770 -7.542 1.273 -0.23
Se -0.930 -7.412 -0.587 -0.22
Se -0.694 -7.188 3.535 -0.21
Se 0.433 -4.439 1.264 0.34
Ti 0.027 -2.227 1.280 0.63
O 0.296 7.048 -7.553 -0.07
N -2.710 0.977 2.659 -0.25
N 0.699 -0.225 1.135 -0.01
N 0.017 -2.074 -0.763 -0.02
N 0.327 -2.418 3.716 0.05
N 2.290 -2.305 1.851 -0.04
N 0.526 3.170 -2.404 0.19
N 0.201 1.652 -3.991 0.19
C -4.045 1.491 2.913 -0.11
C -0.012 -1.467 -3.464 0.03
C 0.225 -0.795 -1.168 -0.12
C 1.685 -2.268 4.155 -0.24
C -0.153 -2.755 -3.041 0.01
C 5.001 -2.317 2.484 0.01
C 0.164 -0.437 -2.516 -0.06
C 3.205 -2.411 0.919 -0.12
C -4.923 -2.657 1.377 -0.08
C 2.688 -2.263 3.154 -0.17
C -2.573 0.278 1.373 -0.17
C 0.383 8.413 -7.169 -0.07
C 0.247 4.788 -6.999 0.01
C -0.164 -3.028 -1.665 -0.07
C -2.233 0.210 3.792 -0.10
C 2.044 -2.163 5.466 0.00
C 0.488 1.916 -1.851 -0.17
C 0.652 1.553 -0.476 -0.06
C 0.348 5.369 -4.293 -0.01
C 0.348 2.983 -3.691 -0.25
C -2.994 -1.181 1.366 -0.24
C 0.308 4.044 -4.704 -0.16
C -4.370 -1.392 1.263 -0.07
C 4.043 -2.224 3.520 -0.13
C -2.713 -3.535 1.705 -0.14
C 0.288 0.957 -2.808 -0.12
C 0.915 2.475 0.556 0.04
C 0.297 6.117 -6.575 -0.28
C 0.342 6.406 -5.214 0.00
C 0.253 3.769 -6.072 -0.02
C 0.981 0.646 2.083 -0.08
C 4.586 -2.439 1.193 -0.02
C -2.099 -2.270 1.543 -0.18
C 1.087 2.020 1.832 0.00
C 4.386 -2.119 4.891 -0.02
C 0.540 0.207 -0.143 -0.14
C 3.406 -2.077 5.837 -0.06
C -4.085 -3.730 1.626 -0.07
H -0.486 8.712 -6.578 0.10
H -2.127 0.871 4.655 0.09
H -3.174 0.829 0.646 0.12
H 2.850 -2.510 -0.101 0.12
H -4.785 0.702 3.112 0.08
H 5.287 -2.556 0.380 0.11
H 5.431 -2.081 5.169 0.12
H -1.542 0.388 1.061 0.07
H -5.992 -2.798 1.280 0.10
H -0.315 -2.120 4.442 0.10
H 6.055 -2.306 2.733 0.12
H 0.976 3.528 0.313 0.13
H 1.125 0.245 3.079 0.12
H 0.370 7.426 -4.861 0.11
H 1.293 2.696 2.649 0.12
H -0.268 -3.574 -3.736 0.13
H -4.382 2.083 2.062 0.08
H 0.030 1.271 -4.904 0.15
H -4.013 2.145 3.787 0.08
H 1.278 -2.174 6.233 0.12
H -5.019 -0.541 1.089 0.10
H -0.035 -1.237 -4.522 0.12
H 3.664 -2.011 6.886 0.11
H -1.257 -0.219 3.565 0.04
H -4.481 -4.732 1.736 0.11
H 0.144 -3.415 3.564 0.04
H -0.335 -4.029 -1.285 0.07
H 1.296 8.605 -6.602 0.10
H 0.386 5.581 -3.233 0.11
H -2.113 -4.414 1.886 0.02
H -2.903 -0.618 4.069 0.10
H 0.404 8.983 -8.092 0.09
H 0.211 4.585 -8.061 0.12
H 0.223 2.748 -6.437 0.11
```

***

Record 5
ORCA calculation (ωB97M-V/def2-TZVPD) on a molecular structure, C38H35BrN5O2PtS2.

Calculated values
LUMO level (alpha / beta)   -2.679 / -5.764 eV
<S²>   6.05
Total charge   +1
E_HOMO (alpha / beta)   -9.45 / -10.65 eV
Energy relative to the best compared isomer or geometry (same formula, charge and spin)   0.000 eV
2S+1   5
DFT total energy   -146470.4245 eV

```
84
Properties=species:S:1:pos:R:3:mulliken_spin:R:1
Pt 1.717 0.273 -1.235 0.55
Br 0.050 2.201 -2.763 0.08
S 0.472 -0.978 0.562 0.67
S 4.928 2.873 0.444 0.00
O 2.674 -2.734 0.926 0.01
O 2.847 -1.638 -1.375 0.24
N 0.921 -2.060 -2.738 0.46
N -1.656 0.597 0.224 0.11
N -1.796 -1.204 1.809 0.09
N 0.632 -0.806 -2.568 0.59
N 2.820 1.520 -0.020 0.03
C 4.466 0.642 -4.536 0.00
C -4.824 -1.613 -4.105 -0.07
C 0.226 2.524 4.211 0.00
C 3.304 0.349 -3.830 0.01
C -2.905 0.930 0.539 -0.03
C 0.739 -4.722 -1.484 -0.02
C 3.695 2.846 1.667 0.00
C 3.682 3.489 2.903 0.00
C -3.675 -0.855 -3.948 0.16
C 1.235 -4.563 1.232 0.03
C -4.984 0.886 -2.911 0.15
C -1.170 -0.465 0.882 -0.03
C -3.045 -0.845 2.125 -0.03
C -6.047 -1.147 -3.635 0.15
C 2.615 2.084 1.251 -0.05
C -0.752 -0.473 -2.751 0.25
C 1.438 2.610 3.280 0.02
C -1.208 0.765 -2.884 0.07
C 1.476 1.973 2.050 0.00
C -3.644 0.240 1.487 0.10
C 0.421 -5.558 0.732 -0.01
C 0.181 -5.659 -0.640 0.04
C 1.535 -3.676 -1.000 0.08
C 2.103 -2.636 -1.969 -0.06
C -2.572 1.199 -2.994 0.35
C 1.827 -3.632 0.378 0.01
C 5.514 1.344 -3.940 0.00
C 2.561 3.358 3.689 0.00
C -0.289 3.939 4.518 0.00
C -0.912 1.718 3.585 0.01
C 4.235 1.476 -1.920 -0.08
C -3.746 -1.645 3.182 0.00
C -6.124 0.119 -3.059 -0.08
C 3.187 0.769 -2.517 0.07
C 5.399 1.768 -2.627 0.00
C -3.719 0.396 -3.297 0.02
C 3.965 1.881 -0.554 0.07
C 0.647 1.833 5.519 0.00
H 0.456 4.543 5.044 0.00
H -0.218 1.721 6.180 0.00
H -4.659 0.539 1.728 0.00
H -0.425 -6.464 -1.035 0.00
H 6.414 1.558 -4.504 0.00
H 2.958 -2.159 0.188 0.00
H -0.624 0.669 3.439 0.00
H -1.224 2.140 2.622 0.00
H 4.560 0.309 -5.566 0.00
H 4.528 4.082 3.233 0.00
H -1.178 3.882 5.154 0.00
H 1.057 0.839 5.316 0.00
H -3.687 -2.706 2.940 0.00
H 2.505 -0.205 -4.313 -0.01
H -4.772 -2.567 -4.616 0.00
H -4.790 -1.352 3.290 0.00
H 0.120 -2.670 -2.848 -0.01
H 0.574 -4.815 -2.558 0.00
H -1.471 -1.281 -2.690 0.00
H 2.683 -3.149 -2.738 0.01
H -3.325 1.781 0.012 -0.01
H -7.084 0.508 -2.734 0.00
H -3.238 -1.504 4.138 0.00
H -2.747 -1.189 -4.396 0.02
H 1.407 2.409 6.055 0.00
H 1.454 -4.488 2.292 0.00
H -0.023 -6.277 1.412 0.00
H -1.776 1.737 4.255 0.00
H -0.559 4.463 3.596 0.00
H 2.544 3.864 4.650 0.00
H -5.047 1.879 -2.473 0.01
H -2.752 2.243 -2.760 0.00
H 6.207 2.320 -2.153 0.00
H -6.940 -1.752 -3.739 0.01
H 0.630 1.402 1.683 0.02
```